Entry 1:
# C6H18NO4

4 unconnected molecules or ions with the total composition C6H18NO4 in a non-equilibrium geometry (wB97M-V/def2-TZVPD, the Open Molecules 2025 dataset).

```
29
C6H18NO4 (wB97M-V/def2-TZVPD)
O 0.1198 -0.0127 -2.7909
O 0.2704 1.0899 0.3312
O 1.8930 1.6029 -2.2933
O -2.2314 0.7669 -1.2343
N -0.9958 -1.8014 -0.7009
C 1.1269 1.4140 1.3781
C -0.2265 -1.7778 0.5180
C 0.5233 0.8753 2.7114
C -0.9600 -2.6132 -1.6862
C 0.1884 -0.7184 2.8195
C -0.4317 -0.9693 1.5172
H 0.5476 -2.6033 0.4031
H 2.1519 1.0783 1.2629
H 2.4568 2.3828 -2.3444
H -1.7252 -2.4546 -2.5778
H -1.2675 -0.3609 1.1396
H 2.3675 0.8549 -2.5801
H -2.1670 1.4894 -0.6866
H -0.3545 -0.9317 3.7051
H -0.7213 0.4205 -3.0141
H 0.6640 1.4152 -0.4189
H 1.1288 -1.2783 3.1734
H -0.4405 1.3644 2.9032
H 0.4152 0.5735 -2.0725
H -0.1758 -3.3080 -1.7696
H 1.3039 1.0866 3.4272
H -2.8153 1.0340 -1.9250
H 1.1925 2.4714 1.4474
H -1.8376 -1.0904 -0.6428
```

Calculated values
Spin multiplicity   1
Total charge   +1
LUMO level   -4.0 eV
Highest occupied orbital energy   -0.4744 Ha
Kohn-Sham gap   8.9 eV
Calculated total energy   -16184.9406 eV
Molecular weight   168.2 u

***

Entry 2:
# C5H17N2O

3 unconnected molecules or ions with the total composition C5H17N2O in a non-equilibrium geometry (wB97M-V/def2-TZVPD, the Open Molecules 2025 dataset).

```
25
C5H17N2O (wB97M-V/def2-TZVPD)
O -0.1808 -2.6909 -3.0169
N 1.2255 -1.2704 3.6758
N -0.6535 2.5292 -0.6759
C 0.1184 1.7664 0.3678
C -1.1561 -1.4252 0.7831
C 0.5218 0.3820 0.0770
C 0.2129 2.8225 -1.8714
C -0.4076 -0.6518 -0.3216
H 0.9892 2.0742 -1.8948
H 1.2155 -0.5555 2.9825
H 0.2991 -3.4790 -2.7383
H 1.3903 -0.9363 4.6155
H 0.9681 2.4270 0.5757
H 1.5584 0.1012 -0.0954
H 0.0621 -1.4024 -0.9593
H -0.4600 -2.0699 1.3205
H -1.3896 1.8840 -0.9480
H -1.1901 -0.1392 -0.9202
H -0.4929 1.8362 1.2819
H -1.6035 -0.7790 1.5320
H -1.0894 -2.9578 -3.1157
H 0.6487 3.8222 -1.8207
H 1.8640 -2.0135 3.4336
H -1.9694 -2.0588 0.4407
H -0.4812 2.7849 -2.7078
```

Calculated values
Spin multiplicity   1
Total charge   +1
LUMO level   -7.1 eV
Highest occupied orbital energy   -0.4787 Ha
Kohn-Sham gap   5.9 eV
Calculated total energy   -10478.6045 eV
Molecular weight   121.2 u

***

Entry 3:
# C37H49AsKN5OPS3

A molecular structure, C37H49AsKN5OPS3 (wB97M-V/def2-TZVPD, the Open Molecules 2025 dataset).

```
98
C37H49AsKN5OPS3 (wB97M-V/def2-TZVPD)
As 1.1518 3.8764 1.9218
K -0.0949 0.8537 1.3538
S 2.5649 -0.9658 0.6072
S 1.2642 1.1347 -1.5686
S 3.5229 -1.2191 4.9310
P -2.9967 2.8311 -0.2853
O -2.2418 1.9696 0.6777
N 2.2147 -0.6815 -3.2363
N 1.6209 -0.2657 3.5230
N 2.0220 -2.6839 -1.3338
N -0.6635 -3.1310 4.1131
N -0.9272 -1.3704 2.7801
C 1.0131 0.0066 -5.2766
C 0.1370 -0.2460 -7.5095
C 0.2804 3.9510 3.6848
C -2.9224 -4.2220 3.7125
C -4.0858 -4.0148 2.9966
C 0.8960 -4.5956 -0.2992
C 2.1091 -2.1516 4.7632
C -1.9299 3.5641 -1.5354
C 2.0809 6.1106 0.3293
C 1.8820 -0.3477 -1.9873
C 3.0094 3.6667 2.5471
C 2.1317 -1.4203 -0.9255
C 1.7187 -2.9812 -2.7290
C -1.4948 -5.9956 -0.0327
C -1.3332 -0.4230 -5.6207
C 1.2040 -1.4935 3.9858
C 2.8203 -0.0098 3.9449
C -1.2085 4.2641 3.5766
C 2.1795 0.2631 -4.3514
C -0.2322 -3.9647 0.2181
C -2.0779 -2.1409 2.7459
C 1.2064 -0.0255 -6.6514
C 2.1888 -3.8327 -0.4426
C -3.8387 4.2045 0.5154
C -4.2700 1.9294 -1.1823
C -1.4237 -4.6598 0.3454
C -1.1340 -0.4473 -6.9954
C 3.8914 2.9441 1.5322
C -1.9277 -3.2609 3.5715
C -3.2568 -1.9462 2.0282
C -0.1273 -1.9772 3.6143
C -4.2526 -2.8926 2.1676
C -0.2671 -0.1945 -4.7650
C 0.8170 -5.9296 -0.6785
C 2.5430 -2.0593 -3.5907
C -0.3740 -6.6319 -0.5426
C 1.1783 5.7981 1.5185
H 1.5071 6.3325 2.4126
H 2.0253 -3.1180 5.2323
H 2.2007 0.1236 -7.0570
H 2.9639 -4.4791 -0.8608
H 2.5374 -3.4493 0.5123
H 3.9615 3.5063 0.5995
H 3.3666 0.8847 3.6820
H -1.7218 3.5304 2.9497
H -1.1684 4.1623 -1.0323
H 4.9067 2.8095 1.9109
H 0.1514 6.1062 1.3119
H -1.6857 4.2620 4.5575
H -2.3249 -0.5811 -5.2162
H 3.4116 4.6516 2.7945
H 3.1177 0.1531 -4.8999
H 0.7953 4.6861 4.3076
H -3.8039 1.1142 -1.7364
H 2.9516 3.1094 3.4855
H 2.2904 -2.2015 -4.6406
H 0.3008 -0.2679 -8.5787
H -3.0997 4.8237 1.0246
H 3.6126 -2.2472 -3.4590
H -5.1843 -2.7732 1.6301
H 1.9696 -4.0234 -2.9190
H -0.1723 -2.9258 0.5291
H -2.4258 -6.5370 0.0740
H 1.7770 5.5520 -0.5586
H -4.5360 3.8141 1.2567
H -4.8926 -4.7303 3.0823
H -2.2974 -4.1664 0.7484
H 3.1191 5.8510 0.5424
H -2.8010 -5.0855 4.3528
H -3.3775 -1.0736 1.3978
H -2.4909 4.1952 -2.2250
H 0.6525 -2.8485 -2.9333
H -1.4305 2.7695 -2.0924
H -4.9796 1.5102 -0.4689
H -0.2296 -3.7583 4.7663
H -0.4259 -0.1609 -3.6930
H 0.4335 2.9718 4.1475
H -4.8005 2.5808 -1.8771
H 2.0538 7.1725 0.0826
H 3.4868 1.9613 1.2765
H -4.3828 4.8117 -0.2083
H -1.9675 -0.6254 -7.6617
H -0.4237 -7.6711 -0.8398
H 2.1394 1.2669 -3.9344
H -1.3714 5.2514 3.1384
H 1.6935 -6.4266 -1.0792
```

Calculated values
Spin multiplicity   1
Total charge   +1
LUMO level   -2.6 eV
Highest occupied orbital energy   -0.3788 Ha
Kohn-Sham gap   7.7 eV
Calculated total energy   -167620.5029 eV
Molecular weight   821.0 u

***

Entry 4:
# C3H6N2S

A molecular structure, C3H6N2S in a non-equilibrium geometry (wB97M-V/def2-TZVPD, the Open Molecules 2025 dataset).

```
12
C3H6N2S (wB97M-V/def2-TZVPD)
S -2.2744 -0.9065 -0.1052
N 1.5253 0.2079 0.1492
N -1.0964 1.2508 0.0636
C -0.6620 -0.5838 -0.2069
C -2.3054 0.9312 -0.0349
C 0.7346 -1.0516 -0.1517
H 1.0111 0.9888 -0.0874
H 2.3539 0.2260 -0.5233
H 0.6946 -1.6277 0.7051
H 1.1452 -1.5698 -1.0857
H -3.1333 1.5926 0.2111
H 2.0066 0.5421 1.0660
```

Calculated values
Spin multiplicity   1
Total charge   +2
LUMO level (alpha / beta)   -11.7 / -11.7 eV
Highest occupied orbital energy (alpha / beta)   -0.7335 / -0.7335 Ha
Kohn-Sham gap (alpha / beta)   8.2 / 8.2 eV
Calculated total energy   -16999.5239 eV
Molecular weight   102.2 u

***

Entry 5:
# C26H30Br2N7O

6 unconnected molecules or ions with the total composition C26H30Br2N7O (wB97M-V/def2-TZVPD, the Open Molecules 2025 dataset).

```
66
C26H30Br2N7O (wB97M-V/def2-TZVPD)
Br 1.2615 -1.3267 0.9372
Br -4.8661 1.2348 2.1139
O 0.9814 0.9741 2.4061
N -1.5072 -0.2310 -0.7431
N -2.7416 -0.7233 -0.7248
N 4.3461 6.0452 -2.1724
N 1.7958 -4.0502 -2.3725
N -5.5948 -2.2284 2.0228
N 3.4366 1.3031 -1.8396
N -1.1205 -1.4469 4.1053
C -0.7662 -0.3297 4.8221
C -3.7257 -0.3526 0.0696
C -5.6448 -4.3846 1.5155
C 4.3554 7.5253 -0.5292
C 3.9884 1.0268 -3.9628
C 3.7882 2.5405 -2.3089
C 1.7780 -5.4204 -2.4011
C 0.1383 1.2541 0.2033
C -6.9162 -2.5875 1.9846
C 0.8168 0.5177 1.3441
C -3.5034 0.6818 0.9876
C -6.9780 -3.9174 1.6714
C -1.9745 -1.7061 6.1293
C 2.0994 -3.5684 -3.6201
C -1.2688 0.7292 0.1284
C 3.5494 8.0236 -1.5895
C -1.2750 -0.4685 6.0840
C 3.5617 0.3744 -2.8396
C 3.5639 7.0880 -2.5886
C 4.8340 6.3037 -0.9194
C -2.2423 1.2374 1.0092
C -4.8120 -3.3235 1.7423
C 2.0737 -5.8159 -3.6761
C -1.8610 -2.2874 4.8969
C 2.2776 -4.6408 -4.4496
C 4.1313 2.4018 -3.6266
H 2.1597 -2.5113 -3.8126
H 4.1850 0.5714 -4.9182
H 2.1393 -6.8344 -4.0187
H -5.2451 -1.3100 2.2190
H 3.0887 7.0754 -3.5542
H 0.1305 2.3112 0.4471
H -7.6940 -1.8707 2.1841
H 4.4552 3.1926 -4.2831
H -2.2319 -3.2252 4.5199
H -2.9115 -1.4618 -1.4016
H 5.4788 5.6021 -0.4181
H 4.5425 5.2225 -2.7111
H 3.1481 1.1070 -0.9006
H 0.6577 1.1013 -0.7379
H -0.8600 -1.6327 3.1554
H 3.3463 -0.6647 -2.6608
H -7.8795 -4.4964 1.5689
H 3.0242 8.9632 -1.6158
H -1.9727 2.0247 1.6970
H 4.5641 8.0120 0.4083
H 1.5622 -5.9924 -1.5152
H 2.5270 -4.5912 -5.4958
H -5.3359 -5.3877 1.2754
H -3.7356 -3.2568 1.7427
H 3.7608 3.4035 -1.6649
H -0.1682 0.4462 4.3821
H -1.1591 0.2372 6.8888
H -2.4921 -2.1248 6.9753
H -4.6729 -0.8683 -0.0038
H 1.6087 -3.4941 -1.5612
```

Calculated values
Spin multiplicity   1
Total charge   +1
LUMO level   -5.8 eV
Highest occupied orbital energy   -0.3638 Ha
Kohn-Sham gap   4.1 eV
Calculated total energy   -180002.4570 eV
Molecular weight   616.4 u

***

Entry 6:
# C25H25NO8S

A single C25H25NO8S molecule in a non-equilibrium geometry (wB97M-V/def2-TZVPD, the Open Molecules 2025 dataset).

```
60
C25H25NO8S (wB97M-V/def2-TZVPD)
S 0.1374 0.9024 0.0753
O 4.4012 2.6042 -0.4092
O -6.2852 -0.4032 -1.5798
O 0.7936 4.7036 -0.3191
O -4.5034 -0.7103 0.6663
O 3.0710 -5.0484 0.6424
O -6.6729 -2.3196 -0.5038
O 3.3777 4.6063 -0.4800
O -6.7259 1.1012 0.5607
N 2.8638 0.4388 0.0427
C -4.2936 0.6324 0.4807
C -1.5451 3.1545 0.0006
C 1.9229 1.2626 -0.0536
C 2.5241 -6.1872 -1.4526
C 1.8435 -1.7360 -0.4198
C 3.8629 -1.5369 0.8660
C 6.1903 3.7009 0.8248
C 0.8846 3.3905 -0.2024
C -3.9700 3.3806 0.1224
C -5.2275 2.8432 0.2591
C 2.1952 -5.9666 0.0215
C 3.9066 -2.9021 1.0048
C 5.6729 3.2387 -0.5303
C -3.4174 -1.5974 0.5269
C 2.0675 2.6801 -0.2190
C 2.8164 -0.9249 0.1648
C -3.0339 1.1827 0.3368
C 1.8996 -3.1118 -0.2991
C -6.6490 -1.1194 -0.5151
C -0.3089 2.5950 -0.0368
C -5.4238 1.4737 0.4368
C -2.8378 2.5567 0.1548
C -7.0982 -0.2498 0.6501
C 3.3338 3.3826 -0.3751
C 2.9247 -3.7129 0.4248
H -2.1724 0.5399 0.3767
H -2.6934 -1.4750 1.3375
H -6.0196 -0.9891 -2.3059
H 2.3426 -6.8978 0.5762
H 5.5381 4.4711 1.2299
H 4.6212 -0.9111 1.3095
H 6.2206 2.8632 1.5171
H 1.1309 -3.7002 -0.7757
H 1.0534 -1.2913 -1.0057
H 5.5872 4.0901 -1.2142
H 6.3251 2.4768 -0.9613
H 3.5506 -6.5308 -1.5525
H -6.1061 3.4675 0.2287
H -6.7493 -0.7158 1.5786
H -2.9124 -1.4670 -0.4345
H 4.6994 -3.3812 1.5575
H 1.1512 -5.6538 0.1469
H -3.8587 -2.5921 0.5769
H 7.1905 4.1097 0.7137
H -8.1941 -0.2412 0.6556
H -3.8536 4.4445 -0.0158
H -1.5453 4.2328 -0.1085
H 1.8575 -6.9376 -1.8689
H 2.4157 -5.2643 -2.0172
H 1.7237 5.0483 -0.4114
```

Calculated values
Spin multiplicity   1
Total charge   0
LUMO level   -0.6 eV
Highest occupied orbital energy   -0.2697 Ha
Kohn-Sham gap   6.7 eV
Calculated total energy   -55035.4949 eV
Molecular weight   499.5 u